(1)
{
  "formula": "C37H55IrN7O8S3Si",
  "method": "wB97M-V/def2-TZVPD",
  "species": ["Ir", "O", "C", "O", "C", "C", "C", "C", "C", "C", "O", "N", "O", "O", "N", "O", "O", "H", "H", "C", "C", "C", "C", "Si", "C", "C", "C", "C", "C", "C", "C", "C", "H", "H", "H", "H", "H", "H", "H", "H", "H", "H", "H", "H", "H", "H", "H", "H", "H", "H", "H", "H", "H", "H", "H", "H", "H", "H", "H", "O", "S", "C", "C", "C", "C", "C", "C", "C", "C", "C", "C", "C", "C", "H", "H", "H", "H", "H", "H", "H", "H", "H", "H", "N", "N", "H", "H", "H", "H", "S", "C", "N", "C", "C", "N", "C", "S", "N", "C", "C", "H", "H", "H", "H", "H", "H", "H", "H", "H", "H", "H", "H"],
  "xyz": [[-0.06670, -0.12446, 0.24826], [-1.82837, -2.33351, 3.46248], [-0.95184, -1.75264, 2.84374], [-1.14823, -1.32090, 1.63079], [0.40799, -1.62051, 3.46454], [0.47436, -1.89501, 4.81457], [1.67780, -1.87224, 5.48933], [2.84271, -1.58000, 4.81228], [2.77949, -1.24585, 3.48205], [1.56626, -1.25925, 2.72378], [1.57674, -1.01844, 1.44127], [4.05695, -0.87864, 2.86470], [5.04830, -1.49987, 3.20859], [4.07427, 0.05251, 2.08712], [1.72859, -2.16138, 6.92049], [2.81862, -2.15130, 7.46731], [0.67970, -2.39141, 7.49373], [-0.44011, -2.13723, 5.33679], [3.78870, -1.57596, 5.33315], [1.26052, 1.35886, -4.52694], [0.57601, 0.46823, -3.47651], [0.39368, -0.92560, -4.09478], [-0.83174, 1.01732, -3.20319], [1.62222, 0.39944, -1.84235], [3.13921, -0.81067, -2.03921], [4.07199, -0.71161, -0.82500], [3.91582, -0.43335, -3.31278], [2.76097, -2.30405, -2.16506], [2.24767, 2.19238, -1.31705], [2.49770, 2.21474, 0.19515], [3.56068, 2.57428, -2.01784], [1.20495, 3.27494, -1.62888], [0.63537, 1.38799, -5.42801], [2.24196, 0.97786, -4.81683], [1.38978, 2.38437, -4.18401], [-0.23582, -0.83862, -4.98964], [-0.10913, -1.61445, -3.40681], [1.33876, -1.37199, -4.40945], [-1.42208, 0.97854, -4.12846], [-0.81157, 2.05558, -2.86810], [-1.34728, 0.43016, -2.44603], [4.59026, 0.24576, -0.76574], [4.83929, -1.49287, -0.88896], [3.52459, -0.84731, 0.10755], [4.19120, 0.61966, -3.34631], [3.35207, -0.66780, -4.21847], [4.84135, -1.01941, -3.34193], [2.63274, -2.76061, -1.18695], [3.58943, -2.83600, -2.64495], [1.86470, -2.48679, -2.75901], [3.29543, 1.53804, 0.49789], [1.61293, 1.93029, 0.75163], [2.77461, 3.23080, 0.50837], [4.37442, 1.90058, -1.75470], [3.85411, 3.58007, -1.69202], [3.45966, 2.59443, -3.10738], [0.23186, 3.02995, -1.20830], [1.08496, 3.44488, -2.69816], [1.53930, 4.22167, -1.18536], [-2.05209, -1.00376, -1.04350], [-2.99564, -2.03208, -0.44999], [-2.92728, -3.40461, -1.62250], [-2.46279, -3.17743, -2.90740], [-2.42971, -4.23205, -3.80891], [-2.85792, -5.49661, -3.41948], [-3.30558, -5.71558, -2.12348], [-3.33510, -4.66648, -1.21366], [-4.64282, -1.50923, -0.96490], [-5.74565, -2.26004, -0.57856], [-7.00718, -1.85247, -0.97864], [-7.15936, -0.69230, -1.73143], [-6.04806, 0.05094, -2.10089], [-4.77636, -0.36498, -1.72525], [-2.13783, -2.18207, -3.18900], [-2.07155, -4.06472, -4.81773], [-2.82776, -6.31789, -4.12563], [-3.62589, -6.70333, -1.81565], [-3.67135, -4.82839, -0.19336], [-5.62331, -3.15100, 0.02780], [-7.87365, -2.43637, -0.69548], [-8.15048, -0.36152, -2.01688], [-6.16241, 0.96276, -2.67461], [-3.89539, 0.19397, -2.01104], [-0.10089, -3.56291, 0.37791], [0.34489, -2.41350, -0.32439], [-1.08107, -3.70935, 0.17462], [-0.02310, -3.36891, 1.36800], [0.26873, -2.59832, -1.31650], [1.31611, -2.28393, -0.08472], [-3.56688, 2.79439, -0.67751], [-2.19710, 2.01047, -0.42788], [-1.12645, 1.55443, -0.22545], [1.50356, 2.96678, 5.57423], [-0.00446, 2.86157, 5.37387], [-0.45712, 3.48557, 4.12668], [-0.39340, 2.89669, 2.92389], [0.13223, 1.27880, 2.78822], [-0.74523, 3.59666, 1.84654], [-1.40373, 4.89863, 1.82748], [-0.41672, 6.04387, 1.61383], [1.76729, 2.65195, 6.58578], [1.83662, 3.99896, 5.44276], [2.03277, 2.33590, 4.86019], [-0.52927, 3.35878, 6.18766], [-0.30715, 1.81702, 5.34924], [-0.62168, 4.47724, 4.15106], [-0.68597, 3.08887, 0.97611], [-1.96421, 5.03603, 2.75292], [-2.12602, 4.87576, 1.01323], [0.28316, 6.12896, 2.44925], [-0.94984, 6.99063, 1.50772], [0.16229, 5.87056, 0.70506]],
  "forces_ev_per_a": [[1.7, -1.8, 1.9], [0.0, 0.0, 0.1], [-0.6, 0.0, -0.4], [-0.1, 0.2, 0.5], [0.2, 0.1, -0.3], [-0.1, -0.1, 0.3], [-0.1, 0.0, -0.2], [0.2, 0.1, 0.2], [-0.3, -0.1, -0.4], [0.1, 0.0, 0.3], [-0.2, 0.4, -0.7], [0.3, 0.1, 0.0], [-0.2, 0.0, 0.0], [-0.1, 0.0, 0.2], [0.0, 0.0, 0.3], [-0.1, 0.0, -0.2], [0.1, 0.0, -0.2], [0.0, 0.0, 0.0], [0.0, 0.0, 0.0], [0.1, -0.1, 0.0], [0.0, -0.1, 0.1], [0.0, 0.0, 0.0], [0.0, 0.1, -0.1], [-0.6, 0.8, 1.0], [-0.3, -0.1, 0.2], [0.0, 0.0, 0.0], [0.0, 0.0, -0.1], [0.1, 0.1, -0.1], [0.0, -0.4, -0.1], [0.2, 0.1, -0.1], [-0.1, 0.2, 0.0], [0.1, 0.0, 0.0], [0.0, 0.0, 0.0], [-0.1, 0.1, 0.0], [0.0, -0.1, -0.1], [0.0, 0.0, 0.1], [0.1, 0.1, -0.1], [-0.1, 0.0, 0.0], [0.1, 0.0, 0.0], [0.0, -0.1, -0.1], [0.0, 0.0, -0.2], [0.0, -0.1, 0.0], [0.0, 0.0, 0.0], [0.1, 0.0, -0.1], [0.0, -0.2, -0.1], [0.1, 0.0, 0.1], [0.0, 0.0, 0.0], [0.1, -0.1, 0.0], [0.0, 0.0, 0.0], [0.1, -0.1, 0.0], [-0.1, 0.1, 0.0], [0.0, 0.1, 0.1], [0.0, 0.0, -0.1], [0.0, 0.1, 0.0], [0.0, 0.0, 0.0], [0.0, 0.1, 0.1], [0.0, 0.1, 0.0], [-0.1, 0.1, 0.1], [0.0, 0.0, 0.0], [-0.6, -0.4, 0.2], [-0.2, 0.2, -0.7], [0.1, -0.1, 0.2], [0.0, 0.0, -0.1], [0.0, 0.0, 0.0], [0.0, 0.0, 0.0], [0.0, 0.0, 0.0], [0.0, 0.0, 0.1], [0.0, 0.0, 0.1], [0.0, 0.0, 0.1], [0.0, 0.0, 0.0], [0.0, 0.0, 0.0], [0.0, -0.1, 0.0], [0.1, 0.0, -0.1], [-0.1, 0.0, 0.0], [0.0, 0.0, 0.0], [0.0, 0.0, 0.0], [0.0, 0.0, 0.0], [0.0, 0.0, -0.1], [0.0, 0.0, 0.0], [0.0, 0.0, 0.0], [0.0, 0.0, 0.0], [0.0, 0.0, 0.0], [0.0, 0.0, 0.0], [0.1, 0.1, -0.2], [-0.2, 1.5, -0.3], [-0.1, 0.0, 0.1], [-0.1, 0.0, 0.0], [0.0, 0.0, 0.0], [0.2, -0.2, 0.0], [0.0, 0.0, 0.0], [0.0, 0.3, 0.0], [0.2, -1.1, -0.4], [-0.1, 0.1, 0.0], [0.2, 0.1, -0.2], [0.1, -0.2, 0.1], [0.0, 0.2, -0.2], [-0.1, 0.0, -0.6], [-0.1, 0.0, 0.2], [0.3, 0.1, -0.1], [0.0, -0.1, 0.0], [0.0, 0.0, -0.1], [0.0, 0.0, 0.0], [0.0, 0.0, 0.0], [-0.1, 0.0, 0.0], [-0.1, 0.0, 0.1], [0.0, 0.0, 0.0], [0.0, 0.0, 0.0], [-0.1, 0.0, 0.0], [-0.1, 0.0, 0.0], [0.0, 0.0, -0.1], [0.0, 0.0, 0.0], [0.0, 0.0, 0.0]],
  "homo_lumo_gap_ev": [5.830, 6.126],
  "spin_multiplicity": 2,
  "charge": 0,
  "s_squared": 0.9290,
  "lumo_energy_ha": [-0.08887, -0.07044],
  "largest_force_ev_per_a": 3.07,
  "homo_energy_ev": [-8.2, -8.0]
}

***

(2)
{
  "formula": "C24H43BBr3CaCl3F2N2NaO15PSV",
  "method": "wB97M-V/def2-TZVPD",
  "species": ["C", "C", "C", "C", "O", "C", "P", "O", "O", "O", "O", "B", "C", "C", "C", "F", "N", "C", "S", "O", "C", "C", "C", "N", "C", "C", "C", "H", "H", "H", "H", "H", "H", "H", "H", "H", "H", "H", "H", "H", "H", "H", "H", "H", "H", "H", "H", "H", "H", "H", "H", "H", "H", "H", "H", "Na", "C", "Br", "Br", "Br", "H", "C", "O", "H", "H", "H", "H", "O", "V", "O", "C", "Cl", "Cl", "H", "H", "C", "C", "O", "C", "O", "O", "H", "H", "H", "H", "F", "C", "C", "O", "C", "O", "O", "H", "H", "H", "H", "Ca", "Cl"],
  "xyz": [[-3.99110, 2.48613, -2.87884], [-2.74058, 2.68286, -1.97445], [-2.11737, 1.30618, -1.53114], [-0.75072, 1.00273, -2.24133], [0.27804, 1.72347, -1.60521], [1.14675, 1.00961, -0.74424], [2.65163, 0.77350, -1.81977], [2.24946, 0.10899, -3.06576], [3.27277, 2.22571, -2.25825], [3.81620, -0.15433, -1.13637], [0.77231, -0.18138, -0.18265], [0.09793, -0.01107, 1.13962], [0.77376, -0.75176, 2.42118], [0.00376, -0.59640, 3.74194], [-1.28630, -1.46562, 3.85856], [-0.32928, 0.73023, 4.05612], [-1.36128, -0.63519, 0.83691], [-1.32378, -1.55019, 0.10271], [-1.55057, -2.66825, -1.10392], [0.20814, 1.41206, 1.33171], [1.23616, 2.02839, 0.57745], [2.68930, 1.85291, 1.06796], [2.94520, 2.37038, 2.52986], [0.83722, 3.30237, 0.01531], [0.86794, 4.30399, 0.80744], [1.42482, 5.62829, 0.24000], [0.35211, 4.34842, 2.24488], [-3.63544, 2.29974, -3.92849], [-4.52979, 1.62467, -2.46142], [-4.61798, 3.38849, -2.75991], [-3.15813, 3.24656, -0.95920], [-1.98761, 3.33090, -2.43639], [-2.81394, 0.42110, -1.77065], [-2.01945, 1.38327, -0.43845], [-0.84203, 1.45084, -3.25425], [-0.56038, -0.06980, -2.40469], [4.00955, 2.46358, -1.67686], [4.46918, 0.43407, -0.72602], [0.87021, -1.82155, 2.14528], [1.77546, -0.31804, 2.56482], [0.66867, -0.94809, 4.55172], [-1.52390, -2.02958, 2.94658], [-2.12408, -0.79408, 4.12131], [-1.18283, -2.14458, 4.72171], [3.42463, 2.37772, 0.43852], [2.89283, 0.76719, 1.10913], [2.83855, 3.46419, 2.50750], [2.25779, 1.88080, 3.23283], [3.98057, 2.10506, 2.80520], [0.69477, 5.97473, -0.51890], [2.40201, 5.47561, -0.23315], [1.44918, 6.41436, 1.01073], [-0.75322, 4.40717, 2.18863], [0.68357, 5.24228, 2.79785], [0.56195, 3.43841, 2.82769], [-3.98752, 3.13247, -5.49904], [3.63371, -3.96966, 3.29419], [5.47255, -4.15234, 3.83412], [2.54665, -3.21125, 4.70127], [3.46925, -2.98452, 1.64628], [3.25751, -4.96678, 3.10522], [2.97669, -6.23978, -0.02655], [4.26810, -6.08381, 0.53203], [2.25207, -6.29739, 0.78544], [2.73449, -5.38058, -0.66328], [2.92870, -7.15960, -0.61634], [4.89484, -6.03226, -0.20103], [-0.63710, 1.00312, 8.14585], [0.13074, 2.27370, 7.42055], [0.96589, 3.65516, 6.63328], [-4.31283, 2.83629, 2.45003], [-2.85287, 1.98860, 1.91057], [-3.92504, 4.40703, 3.14341], [-4.97106, 2.98244, 1.59878], [-4.80749, 2.23314, 3.20505], [2.98251, -5.69228, -4.30293], [3.80805, -4.53286, -4.80092], [4.68356, -4.28169, -3.70332], [4.78121, -5.42441, -2.98596], [5.56185, -5.59597, -2.10577], [3.87505, -6.34657, -3.40157], [2.67547, -6.36423, -5.10177], [2.09666, -5.36961, -3.75010], [4.40542, -4.78977, -5.67818], [3.20756, -3.65431, -5.02761], [1.58572, 5.00041, 7.64808], [-5.63388, -1.77660, -3.54942], [-5.44298, -0.73763, -2.46166], [-6.21950, 0.33988, -2.90247], [-7.18443, -0.16539, -3.75567], [-8.09173, 0.45560, -4.16678], [-6.92892, -1.46858, -4.04525], [-5.59517, -2.79889, -3.17394], [-4.90634, -1.66895, -4.35599], [-5.83250, -1.07769, -1.48158], [-4.38854, -0.43682, -2.34913], [-3.97158, -1.20653, -0.35809], [-2.90745, 4.81188, -0.42066]],
  "forces_ev_per_a": [[1.3, 0.4, 1.0], [-1.6, -2.3, 0.8], [0.5, 0.7, -0.5], [-0.7, 0.3, -0.4], [-0.8, -1.8, -0.5], [1.2, 1.9, 1.8], [0.0, -0.7, -2.0], [-0.6, -0.3, 0.0], [0.2, -1.1, 1.4], [-0.4, 1.7, 0.2], [-0.4, -0.9, -0.7], [3.4, 2.6, 0.6], [-1.0, -0.2, -0.5], [0.1, -1.7, 0.2], [0.1, 0.6, 0.5], [0.2, 0.1, -0.2], [-0.8, -0.8, 0.1], [-1.0, -0.7, -1.4], [-0.7, 0.6, 0.9], [-0.4, 0.3, 0.9], [-1.7, -1.8, -3.6], [-0.4, 0.3, 2.4], [0.3, -0.2, -1.1], [3.0, 0.4, 1.8], [0.0, 1.1, 0.2], [-1.7, 0.0, 0.1], [-0.2, -0.2, 0.2], [-0.4, -0.7, 1.0], [0.0, 0.5, -0.7], [0.1, -0.3, -0.5], [1.0, -1.2, -2.3], [-0.1, -0.2, 0.4], [0.2, 0.4, 0.0], [0.4, -0.3, -0.4], [0.1, -0.3, 0.4], [0.2, 0.3, 0.4], [-0.1, 0.4, -0.2], [0.1, -0.5, 0.2], [0.1, 0.3, 0.7], [-0.3, -0.3, -0.2], [-0.2, 0.5, -0.2], [0.1, 0.1, 0.4], [0.2, -0.3, -0.3], [-0.1, 0.0, -0.5], [-0.5, -0.2, -0.1], [0.0, 0.4, -0.4], [0.0, -0.4, 0.5], [0.1, 0.4, -0.1], [-0.4, 0.2, 0.0], [0.5, -0.1, 0.1], [-0.3, 0.0, 0.2], [0.2, -0.3, -0.3], [0.4, 0.0, -0.2], [0.0, -0.4, -0.3], [0.0, 0.3, -0.3], [-0.2, 0.7, -0.6], [0.2, -0.1, -0.2], [-0.2, 0.1, 0.0], [0.1, 0.0, 0.0], [0.1, 0.0, 0.1], [0.1, 0.0, 0.0], [0.5, 0.0, -0.2], [-0.2, -0.1, 0.2], [0.0, 0.0, 0.0], [-0.2, 0.0, 0.0], [-0.2, 0.0, 0.0], [0.1, 0.0, 0.0], [-0.3, -0.6, -0.3], [1.3, 2.4, 0.3], [-0.2, -0.3, 0.3], [-0.3, 0.3, 0.1], [-0.1, -0.4, 0.0], [-0.1, -0.2, 0.0], [0.2, 0.1, -0.1], [0.1, 0.0, 0.1], [-0.4, -0.1, -0.2], [-0.1, 0.3, -0.4], [-0.1, -0.3, 0.1], [0.1, 0.1, 0.0], [0.0, -0.1, 0.2], [0.2, 0.2, 0.0], [0.1, -0.1, 0.1], [0.1, 0.0, 0.0], [0.0, 0.0, 0.0], [0.1, 0.1, 0.2], [-0.8, -1.6, -0.5], [0.1, -0.6, -0.1], [0.0, 0.1, -0.4], [0.0, -0.4, 0.2], [-0.6, -0.2, -0.4], [0.1, 0.2, 0.0], [0.3, 0.3, 0.4], [-0.2, 0.0, -0.1], [0.1, 0.1, 0.1], [-0.7, -0.1, -0.1], [-0.2, 0.3, -0.7], [2.4, 0.5, 1.2], [-0.3, 2.4, 1.5]],
  "homo_lumo_gap_ev": 3.105,
  "charge": 1,
  "lumo_energy_ha": -0.20886,
  "largest_force_ev_per_a": 4.34,
  "homo_energy_ev": -8.8
}

***

It is found that the calculated total energy values, taken in the order of the records, are -109286.70917, -381733.27163 eV.